C24H24N2O2PSSe2Tc | wB97M-V/def2-TZVPD

As for the expectation value of S²: 0.786. Its gap between HOMO and LUMO (alpha / beta) is 5.18 / 2.11 eV. Its HOMO energy (alpha / beta) is -15.96 / -15.96 eV. Its net charge is +3. The spin multiplicity is 2. The calculation puts the energy above the lowest of the compared OMol25 structures with the same formula, charge and spin at 0.00 kJ/mol.

CARTESIAN COORDINATES (ANGSTROEM)
Tc  0.448  1.788  2.486
Se  -0.292  2.688  0.444
P  1.889  2.779  -0.184
Se  2.670  1.804  1.703
C  2.411  4.460  -0.317
C  2.933  5.155  0.779
C  3.276  6.486  0.630
C  3.084  7.121  -0.593
C  2.551  6.432  -1.677
C  2.212  5.098  -1.550
C  2.246  1.827  -1.627
C  1.435  0.749  -1.995
C  1.787  -0.016  -3.090
C  2.945  0.283  -3.803
C  3.759  1.344  -3.426
C  3.417  2.125  -2.335
H  3.094  4.663  1.730
H  3.701  7.029  1.463
H  3.355  8.162  -0.702
H  2.405  6.935  -2.623
H  1.803  4.562  -2.398
H  0.531  0.518  -1.444
H  1.159  -0.843  -3.392
H  3.214  -0.317  -4.662
H  4.658  1.566  -3.984
H  4.050  2.954  -2.045
C  -5.086  -2.416  1.765
C  -4.641  -1.583  0.569
C  -3.145  -1.665  0.308
N  -2.416  -1.024  1.432
C  -1.143  -1.030  1.711
S  -0.651  -0.059  3.134
N  -0.205  -1.732  1.086
C  -0.311  -2.685  -0.049
O  0.029  -2.301  -1.124
C  -0.729  -4.061  0.286
C  -0.919  -4.961  -0.793
C  -1.286  -6.297  -0.559
C  -1.452  -6.743  0.730
C  -1.253  -5.861  1.802
C  -0.891  -4.509  1.575
H  -6.163  -2.338  1.904
H  -4.620  -2.094  2.699
H  -4.849  -3.471  1.616
H  -4.930  -0.534  0.687
H  -5.141  -1.927  -0.338
H  -2.864  -1.146  -0.611
H  -2.840  -2.708  0.241
H  -2.991  -0.448  2.036
H  0.752  -1.502  1.327
H  -0.773  -4.604  -1.806
H  -1.428  -6.963  -1.399
H  -1.728  -7.770  0.928
H  -1.371  -6.214  2.819
H  -0.729  -3.861  2.427
O  -0.677  3.973  4.447
C  -0.290  3.179  3.762

Here are the Mulliken charges for atoms 1 to 2, given in e: 0.267, -0.263

=====

H30O15 | wB97M-V/def2-TZVPD

Its gap between HOMO and LUMO is 9.83 eV. Its HOMO energy is -10.05 eV. Its net charge is 0. The spin multiplicity is 1. The calculation puts the energy above the lowest of the compared OMol25 structures with the same formula, charge and spin at 632.63 kJ/mol.

CARTESIAN COORDINATES (ANGSTROEM)
H  0.171  -0.424  0.725
H  -0.976  0.581  0.595
H  -4.035  -2.079  -0.348
H  -5.121  -2.417  -1.358
H  3.697  -2.955  -1.794
H  3.930  -1.754  -0.913
H  -5.825  2.895  -0.224
H  -4.570  3.265  0.651
H  2.758  2.064  0.124
H  4.318  1.808  0.153
H  0.090  -1.716  -2.215
H  0.749  -2.964  -2.813
H  1.296  0.846  -2.775
H  0.447  1.729  -1.864
H  -4.874  0.658  -1.087
H  -4.816  0.550  -2.640
H  -3.998  -2.923  2.199
H  -4.296  -1.564  1.714
H  3.264  2.594  2.198
H  2.359  1.632  2.852
H  0.305  0.986  3.443
H  0.754  0.042  2.297
H  -0.133  -4.306  1.620
H  0.359  -2.896  1.667
H  1.731  -1.665  1.330
H  3.172  -1.381  0.689
H  0.853  4.119  0.190
H  0.762  4.747  -1.209
H  2.877  -0.554  -2.001
H  2.056  0.211  -1.064
O  -0.036  0.508  0.591
O  -4.202  -2.168  -1.290
O  4.401  -2.381  -1.467
O  -5.511  2.993  0.686
O  3.611  2.112  -0.336
O  0.630  -2.410  -2.018
O  0.440  1.112  -2.617
O  -4.875  0.094  -1.779
O  -3.544  -2.161  1.917
O  2.734  1.760  2.026
O  0.070  0.538  2.603
O  0.573  -3.825  1.998
O  2.490  -1.108  1.388
O  0.592  4.909  -0.315
O  2.967  0.137  -1.405

Here are the Mulliken charges for atoms 1 to 2, given in e: 0.247, 0.237

=====

C8H9ClN2O4S | wB97M-V/def2-TZVPD

Its gap between HOMO and LUMO is 9.42 eV. Its HOMO energy is -10.10 eV. Its net charge is 0. The spin multiplicity is 1. As for the structure (SMILES): CCOC(=O)c1nc(S(C)(=O)=O)ncc1Cl.

CARTESIAN COORDINATES (ANGSTROEM)
C  4.724  2.809  -0.786
C  3.409  2.508  -1.350
O  2.533  1.946  -0.315
C  1.307  1.537  -0.684
O  0.955  1.538  -1.834
C  0.417  0.969  0.402
N  -0.013  -0.255  0.470
C  -1.028  -0.736  1.172
S  -1.626  -2.555  1.057
C  -3.322  -2.485  1.816
O  -1.674  -3.164  -0.266
O  -0.823  -3.437  1.935
N  -1.335  -0.045  2.264
C  -0.701  1.132  2.522
C  0.106  1.730  1.553
Cl  0.736  3.297  1.786
H  5.312  3.431  -1.530
H  5.279  1.961  -0.513
H  4.639  3.537  0.063
H  2.929  3.459  -1.703
H  3.403  1.821  -2.289
H  -3.288  -2.010  2.791
H  -4.055  -1.925  1.327
H  -3.841  -3.457  1.888
H  -0.812  1.624  3.453

Here are the Mulliken charges for atoms 1 to 2, given in e: -1.130, -0.151

=====

CH4NO2 | wB97M-V/def2-TZVPD

Its gap between HOMO and LUMO is 6.11 eV. Its HOMO energy is -1.59 eV. Its net charge is -1. The spin multiplicity is 1. The calculation puts the energy above the lowest of the compared OMol25 structures with the same formula, charge and spin at 273.82 kJ/mol.

CARTESIAN COORDINATES (ANGSTROEM)
O  1.078  0.597  -2.501
H  1.244  -0.239  -1.934
C  -1.017  0.579  1.177
N  -0.227  -0.528  1.810
O  -1.413  0.404  0.009
H  0.580  1.237  -1.953
H  0.391  -0.812  1.037
H  -0.636  -1.237  2.356

Here are the Mulliken charges for atoms 1 to 2, given in e: -0.708, 0.331

=====

C50H59N6PtSi | wB97M-V/def2-TZVPD

Its gap between HOMO and LUMO is 5.28 eV. Its HOMO energy is -9.49 eV. Its net charge is +1. The spin multiplicity is 1.

CARTESIAN COORDINATES (ANGSTROEM)
Pt  -0.517  -0.928  -0.274
C  1.272  0.730  -5.991
C  0.097  -0.244  -5.846
C  -0.526  -0.111  -4.502
C  -1.628  0.611  -4.138
C  -2.470  1.519  -4.965
C  -2.107  2.975  -4.651
C  -1.804  0.405  -2.720
C  -2.907  0.844  -2.002
C  -3.172  0.549  -0.667
C  -4.350  0.949  0.023
C  -5.420  1.811  -0.545
C  -5.004  3.287  -0.507
C  -4.243  0.443  1.312
C  -2.996  -0.245  1.364
C  -2.470  -0.842  2.534
C  -1.244  -1.453  2.642
N  -0.359  -1.668  1.616
C  0.633  -2.462  2.115
C  1.606  -3.092  1.356
C  1.760  -2.962  -0.024
N  1.046  -2.101  -0.824
C  1.560  -2.233  -2.085
C  1.073  -1.566  -3.236
C  -0.014  -0.728  -3.292
N  -0.796  -0.363  -2.223
C  2.642  -3.151  -2.089
C  2.752  -3.642  -0.791
C  3.724  -4.649  -0.286
C  5.024  -4.006  0.216
C  3.508  -3.489  -3.254
C  2.861  -4.517  -4.187
C  0.447  -2.660  3.532
C  -0.731  -2.051  3.856
C  -1.359  -1.896  5.193
C  -1.036  -0.502  5.741
C  1.352  -3.429  4.430
C  1.027  -4.926  4.398
N  -2.353  -0.172  0.172
C  -5.191  0.640  2.445
C  -4.751  1.810  3.334
H  1.734  0.628  -6.969
H  2.023  0.542  -5.227
H  0.921  1.753  -5.881
H  0.442  -1.269  -5.994
H  -0.642  -0.028  -6.619
H  -3.527  1.354  -4.753
H  -2.309  1.324  -6.025
H  -2.289  3.196  -3.601
H  -2.693  3.661  -5.256
H  -1.054  3.153  -4.857
H  -3.654  1.408  -2.535
H  -6.341  1.681  0.024
H  -5.620  1.515  -1.578
H  -4.830  3.605  0.519
H  -5.783  3.913  -0.933
H  -4.085  3.438  -1.072
H  -3.094  -0.816  3.414
H  2.277  -3.766  1.861
H  1.593  -1.774  -4.157
H  3.959  -5.346  -1.091
H  3.270  -5.222  0.522
H  5.468  -3.383  -0.557
H  5.741  -4.776  0.486
H  4.833  -3.385  1.087
H  4.451  -3.897  -2.887
H  3.731  -2.579  -3.819
H  2.692  -5.452  -3.659
H  3.516  -4.714  -5.032
H  1.906  -4.158  -4.561
H  -0.974  -2.657  5.872
H  -2.440  -2.026  5.120
H  0.042  -0.363  5.791
H  -1.449  -0.381  6.739
H  -1.448  0.270  5.094
H  1.230  -3.065  5.450
H  2.392  -3.274  4.139
H  0.017  -5.104  4.764
H  1.726  -5.470  5.028
H  1.090  -5.317  3.385
H  -5.261  -0.271  3.043
H  -6.184  0.857  2.048
H  -3.792  1.597  3.799
H  -5.483  1.995  4.117
H  -4.655  2.715  2.738
C  3.641  -0.588  0.551
Si  2.207  0.606  0.076
C  2.501  1.104  -1.761
C  2.532  2.119  1.199
C  1.789  2.438  2.328
C  2.122  3.528  3.114
C  3.238  4.288  2.811
C  4.018  3.955  1.717
C  3.654  2.894  0.910
H  4.558  -0.011  0.660
H  3.811  -1.334  -0.217
H  3.466  -1.113  1.487
H  3.463  1.600  -1.848
H  1.752  1.778  -2.163
H  2.532  0.227  -2.400
H  0.940  1.824  2.590
H  1.521  3.780  3.976
H  3.501  5.136  3.424
H  4.913  4.519  1.497
H  4.265  2.656  0.053
N  -0.440  5.964  -1.981
C  -0.619  5.186  -1.161
C  -0.855  4.215  -0.157
C  -1.369  4.577  1.090
C  -1.594  3.574  2.015
C  -1.291  2.267  1.666
N  -0.789  1.920  0.485
C  -0.581  2.870  -0.407
H  -1.593  5.610  1.314
H  -1.991  3.806  2.990
H  -1.486  1.454  2.351
H  -0.199  2.557  -1.368

Here are the Mulliken charges for atoms 1 to 2, given in e: 1.866, -1.003